Entry 1:
This record from OMol25 describes a structure of composition C8H17FN2 in a non-equilibrium geometry. The level of theory is ωB97M-V/def2-TZVPD.

Each line ends with the natural charge from an NBO analysis.
Element x y z (Å)
C1 -0.6949 0.9451 -0.5238  -0.279
C2 0.2119 -0.1169 0.1076  -0.065
C3 -2.0420 0.3368 -0.7971  0.327
C4 -0.8583 2.2286 0.2777  -0.624
C5 2.4372 -1.2375 0.5671  -0.605
C6 2.3512 0.8505 -0.9757  -0.627
C7 -2.1933 -1.7198 0.9229  -0.444
C8 1.7087 0.1074 0.1828  -0.224
N1 -0.2112 -1.3654 -0.4340  -0.468
N2 -1.6252 -1.3979 -0.3453  -0.301
F1 -3.0884 0.7146 -0.0296  -0.348
H1 -0.1823 1.1964 -1.6445  0.205
H2 -0.1142 -0.2338 1.1720  0.191
H3 -2.3888 0.2203 -1.8737  0.177
H4 -0.0213 2.8381 0.2235  0.216
H5 -1.0356 2.0360 1.3686  0.211
H6 -1.8553 2.6016 -0.0258  0.227
H7 3.4244 -1.0451 1.1662  0.211
H8 2.6661 -1.9068 -0.4237  0.208
H9 1.6878 -1.7404 1.1886  0.224
H10 2.1831 0.2742 -1.9572  0.213
H11 3.3725 0.9766 -0.5401  0.227
H12 1.8502 1.8461 -1.0240  0.207
H13 -3.2414 -1.6899 0.7561  0.213
H14 -1.9528 -2.7655 1.0468  0.211
H15 -1.9376 -1.1457 1.9051  0.159
H16 1.7203 0.6847 1.1374  0.200
H17 -0.1709 -1.4920 -1.4279  0.356

Forces on atoms 1 to 6 (eV/Å):
C 1.530 1.445 -2.617
C -0.805 -0.472 0.840
C 0.555 -4.744 -0.592
C -2.517 -1.602 1.022
C 0.918 -0.079 -1.426
C -0.528 0.031 0.599

Properties
relative energy (zero: lowest compared OMol25 entry of this formula, charge and spin)	29.1	kJ/mol
E	-14265.796	eV
Kohn-Sham gap	9.50	eV
charge	0
HOMO level	-8.58	eV

Entry 2:
This record from OMol25 describes the molecule C8H17N in a non-equilibrium geometry. The level of theory is ωB97M-V/def2-TZVPD.

Each line ends with the natural charge from an NBO analysis.
Element x y z (Å)
C1 0.6146 -0.8109 -0.3428  -0.015
C2 0.5672 -1.2494 -1.8130  -0.614
C3 -0.2496 -1.7775 0.4734  -0.615
C4 2.0639 -0.9063 0.1506  -0.607
C5 0.1616 0.6760 -0.2533  -0.308
C6 0.0213 1.2130 1.1790  -0.394
H1 0.9354 1.2645 -0.7587  0.211
H2 2.4161 -1.9334 0.0795  0.209
H3 -0.4552 -1.2712 -2.1840  0.220
H4 1.1434 -0.5686 -2.4380  0.205
H5 0.9967 -2.2439 -1.9197  0.208
H6 -0.2191 -1.5601 1.5323  0.206
H7 0.1320 -2.7956 0.3410  0.214
H8 -1.2792 -1.7638 0.1392  0.204
H9 2.7199 -0.2842 -0.4552  0.206
H10 2.1458 -0.5836 1.1856  0.208
H11 0.9271 1.7589 1.4475  0.210
H12 -0.1358 0.4115 1.8985  0.203
C7 -1.1966 2.2126 1.3378  -0.609
C8 -1.1308 0.9275 -1.0232  0.168
N1 -2.2983 0.4784 -0.8733  -0.621
H13 -2.4159 -0.1662 -0.0918  0.324
H14 -0.9938 1.5841 -1.8802  0.161
H15 -2.1356 1.6632 1.3870  0.209
H16 -1.0680 2.7196 2.2909  0.207
H17 -1.2669 3.0053 0.5908  0.209

Forces on atoms 1 to 6 (eV/Å):
C 0.207 -0.006 -0.218
C 0.074 0.034 0.193
C 0.310 -0.026 -0.255
C -0.275 0.057 -0.066
C -0.577 -0.375 0.163
C -1.012 1.215 -0.110

Properties
relative energy (zero: lowest compared OMol25 entry of this formula, charge and spin)	15.0	kJ/mol
E	-10061.365	eV
SMILES	[H]/N=C\[C@@H](CC)C(C)(C)C
Kohn-Sham gap	10.30	eV
charge	0
HOMO level	-9.48	eV

Entry 3:
This record from OMol25 describes the ion C8H17N2 with charge +1 in a non-equilibrium geometry. The level of theory is ωB97M-V/def2-TZVPD.

Each line ends with the natural charge from an NBO analysis.
Element x y z (Å)
C1 0.6931 -0.9688 0.8091  0.360
C2 -0.0587 0.3105 1.3005  -0.409
C3 -0.5231 1.1440 0.0793  0.041
C4 0.5861 -2.1193 1.7503  -0.726
C5 -1.8248 0.4697 -0.5480  -0.654
C6 -0.9752 2.4494 0.8921  -0.543
C7 0.3791 1.3654 -2.1401  -0.508
C8 1.6477 -2.1510 -1.0205  -0.446
N1 0.5278 1.3979 -0.8246  0.027
N2 1.0998 -1.0158 -0.3984  -0.344
H1 -0.8446 -0.0120 1.9519  0.251
H2 0.7341 0.8964 1.7286  0.255
H3 0.3382 -1.5992 2.6916  0.240
H4 1.5370 -2.7942 1.8544  0.268
H5 -0.1219 -2.9750 1.4399  0.275
H6 -2.1381 0.8533 -1.4374  0.220
H7 -2.6722 0.4746 0.1989  0.241
H8 -1.7259 -0.5789 -0.7640  0.230
H9 -0.1278 2.9458 1.3303  0.235
H10 -1.7117 2.1712 1.7185  0.247
H11 -1.4541 3.1661 0.2647  0.233
H12 0.6853 2.4273 -2.5585  0.311
H13 1.0906 0.6521 -2.5574  0.318
H14 -0.6205 0.9688 -2.4255  0.207
H15 2.6504 -2.4509 -0.5057  0.222
H16 1.9011 -2.1144 -2.0406  0.231
H17 0.9283 -2.9130 -0.7893  0.216

Forces on atoms 1 to 6 (eV/Å):
C -1.140 -0.253 -2.077
C 2.604 -1.215 -2.203
C -2.825 -1.170 -0.228
C 1.289 -2.054 0.568
C 0.476 -0.703 3.614
C -0.481 -0.223 0.551

Properties
relative energy (zero: lowest compared OMol25 entry of this formula, charge and spin)	531.3	kJ/mol
E	-11540.688	eV
Kohn-Sham gap (alpha / beta)	7.21 / 7.24	eV
charge	+1
HOMO level (alpha / beta)	-13.72 / -13.73	eV

Entry 4:
This record from OMol25 describes the ion C8H17N2 with charge +1 in a non-equilibrium geometry. The level of theory is ωB97M-V/def2-TZVPD.

Each line ends with the Mulliken spin population.
Element x y z (Å)
C1 -0.9216 -0.6144 0.3728  0.001
C2 -1.4121 0.8022 0.4708  0.004
C3 1.2716 0.5076 0.1160  0.789
C4 -1.8606 -1.7225 0.3074  0.004
C5 -2.1066 1.0422 -0.8941  0.069
C6 1.7071 0.8023 -1.2532  -0.011
C7 2.1485 0.7330 1.3267  0.014
C8 0.9703 -1.9260 -0.1695  0.026
N1 -0.3211 1.6278 0.8260  1.018
N2 0.3527 -0.6597 0.1504  -0.010
H1 -2.2515 0.9752 1.2731  0.064
H2 -1.6537 -2.5627 0.9404  0.001
H3 -1.7649 -1.9804 -0.6727  0.001
H4 -2.7982 -1.4142 0.6980  -0.005
H5 -3.1078 0.5966 -0.8207  -0.006
H6 -1.7026 0.8163 -1.8854  -0.002
H7 -2.2645 2.1205 -0.8787  -0.005
H8 0.8265 0.7364 -1.8016  0.005
H9 2.4142 0.1609 -1.6107  0.029
H10 2.1040 1.8672 -1.1895  0.015
H11 2.9725 1.3724 0.9487  -0.001
H12 2.6589 -0.2679 1.6431  0.026
H13 1.6643 1.1775 2.2545  0.005
H14 0.5032 -2.4700 0.5868  0.000
H15 2.0996 -1.8538 -0.1194  -0.006
H16 0.8075 -2.3756 -1.1102  0.005
H17 -0.3360 2.5092 0.4913  -0.030

Forces on atoms 1 to 6 (eV/Å):
C 1.664 2.031 1.015
C -1.118 0.177 0.973
C 1.785 -2.056 1.429
C 0.539 0.515 2.506
C -1.411 1.368 0.378
C -0.618 3.475 2.565

Properties
relative energy (zero: lowest compared OMol25 entry of this formula, charge and spin)	174.3	kJ/mol
spin multiplicity	3
E	-11539.367	eV
Kohn-Sham gap (alpha / beta)	6.46 / 8.49	eV
charge	+1
HOMO level (alpha / beta)	-9.98 / -14.21	eV

Entry 5:
This record from OMol25 describes a cluster of 2 separate species, C8H17N3 in total in a non-equilibrium geometry. The level of theory is ωB97M-V/def2-TZVPD.

Each line ends with the natural charge from an NBO analysis.
Element x y z (Å)
C1 -0.6770 1.2804 -2.7363  -0.470
C2 -1.3685 1.1459 -0.2396  0.728
C3 1.9898 0.6188 1.3982  -0.381
C4 0.5850 0.1577 1.8458  -0.511
C5 2.4546 -0.6417 0.5912  -0.239
C6 0.1570 -0.6335 0.7062  0.253
C7 -3.2918 0.2984 0.7091  -0.416
C8 1.1494 -1.8719 -1.0576  -0.445
N1 -0.9319 1.1799 -1.3169  -0.241
N2 -2.0807 1.1333 0.8257  -0.611
N3 1.1677 -1.0626 0.0176  -0.213
H1 -0.5079 0.3511 -3.3190  0.280
H2 -1.4786 1.8385 -3.2897  0.287
H3 1.7552 1.4026 0.6867  0.199
H4 2.8010 0.9850 1.9969  0.278
H5 0.8830 -0.4635 2.7133  0.301
H6 -0.2211 0.9263 2.0878  0.257
H7 3.2436 -0.5298 -0.1787  0.263
H8 2.7763 -1.4226 1.3692  0.248
H9 -0.8521 -0.8719 0.6322  0.229
H10 -3.8966 0.6374 -0.0398  0.226
H11 -3.8805 0.2187 1.6171  0.273
H12 -3.0597 -0.7148 0.4153  0.220
H13 1.6811 -2.8444 -0.9613  0.279
H14 0.1461 -2.0341 -1.3930  0.228
H15 1.6373 -1.4130 -1.9004  0.245
H16 -2.2336 1.9905 1.2643  0.461
H17 0.3227 1.8780 -2.7293  0.275

Forces on atoms 1 to 6 (eV/Å):
C 2.040 1.894 -1.036
C -0.114 1.524 -3.497
C -0.092 -0.053 -2.455
C 0.734 1.397 1.798
C 0.377 0.219 1.873
C 3.107 -0.930 0.844

Properties
relative energy (zero: lowest compared OMol25 entry of this formula, charge and spin)	204.5	kJ/mol
E	-13022.424	eV
Kohn-Sham gap	10.24	eV
charge	+2
HOMO level	-18.46	eV

Entry 6:
This record from OMol25 describes the ion C8H17N4 with charge +1 in a non-equilibrium geometry. The level of theory is ωB97M-V/def2-TZVPD.

Each line ends with the natural charge from an NBO analysis.
Element x y z (Å)
C1 -1.1105 0.3963 -1.9908  0.320
C2 0.2778 -0.8253 0.9225  0.687
C3 -1.1537 1.7914 -1.3514  -0.465
C4 -0.5641 1.4012 0.0735  -0.071
C5 -1.8329 0.1612 -3.3057  -0.682
C6 0.7230 2.2011 0.2880  -0.619
C7 1.1020 -2.7066 -0.5944  -0.446
C8 0.8489 -0.6318 3.4409  -0.422
N1 -0.6064 -0.5213 -1.2320  -0.271
N2 -0.3255 -0.0628 0.0068  -0.254
N3 0.8367 -2.0080 0.6899  -0.550
N4 0.1764 -0.3997 2.2228  -0.553
H1 -0.6504 2.4865 -1.9733  0.246
H2 -2.1197 2.0963 -1.1273  0.237
H3 -1.3065 1.7841 0.8525  0.228
H4 -1.3378 0.4257 -4.3324  0.267
H5 -2.7723 0.8352 -3.2949  0.244
H6 -2.1662 -0.8909 -3.2099  0.251
H7 1.4476 2.1834 -0.5394  0.235
H8 1.1664 1.7615 1.1902  0.191
H9 0.3849 3.3125 0.5801  0.244
H10 0.5359 -2.1816 -1.4092  0.270
H11 2.1641 -2.7448 -0.8049  0.209
H12 1.0272 -3.7685 -0.4675  0.227
H13 1.8814 -0.3286 3.4482  0.204
H14 1.0505 -1.7050 3.7259  0.220
H15 0.3421 -0.1848 4.2002  0.232
H16 1.5368 -2.3790 1.3286  0.422
H17 -0.0163 0.6065 2.2190  0.398

Forces on atoms 1 to 6 (eV/Å):
C -0.171 0.754 0.256
C 0.397 -0.835 1.713
C 1.022 -3.694 1.790
C 0.008 2.819 -0.394
C -0.712 0.420 -0.537
C -0.798 1.571 1.690

Properties
relative energy (zero: lowest compared OMol25 entry of this formula, charge and spin)	123.0	kJ/mol
E	-14523.871	eV
SMILES	CN/C(=[NH+]\C)N1N=C(C)C[C@@H]1C
Kohn-Sham gap	10.07	eV
charge	+1
HOMO level	-12.69	eV